C72H192O24 | ωB97M-V/def2-TZVPD

```
! wB97M-V def2-TZVPD RIJCOSX def2/J DEFGRID3
* xyz 0 1
C -3.6287 -35.8060 -8.8202
C -4.4421 -34.8311 -9.6873
C -3.6801 -34.2466 -10.8284
O -5.5464 -35.4832 -10.1575
H -3.1839 -36.6021 -9.4173
H -4.4330 -36.2562 -8.2383
H -2.9594 -35.3644 -8.0819
H -4.8374 -34.0444 -9.0447
H -2.7821 -33.7450 -10.4676
H -4.2607 -33.4308 -11.2590
H -3.3375 -34.8812 -11.6456
H -6.1987 -34.8196 -10.3935
C -8.9101 -31.8163 -12.1939
C -7.4339 -32.1769 -11.9312
C -6.6449 -31.0774 -11.2266
O -7.3587 -33.4506 -11.2414
H -9.3950 -32.6246 -12.7413
H -9.0925 -30.9088 -12.7694
H -9.3806 -31.6154 -11.2314
H -6.9611 -32.4280 -12.8807
H -6.7377 -30.0457 -11.5659
H -5.5892 -31.3209 -11.1073
H -6.9072 -31.0706 -10.1687
H -7.7822 -34.1194 -11.7844
C -3.1434 -21.1785 -8.8211
C -2.1477 -21.5397 -7.7448
C -2.1857 -22.9903 -7.5717
O -0.9150 -21.2096 -8.2277
H -2.8851 -21.7382 -9.7200
H -3.2132 -20.0940 -8.9053
H -4.1703 -21.5336 -8.7344
H -2.2838 -20.9975 -6.8090
H -3.1651 -23.2631 -7.1786
H -1.4803 -23.2460 -6.7810
H -1.9174 -23.5696 -8.4552
H -0.3407 -21.6446 -7.5932
C -2.1179 -29.0343 -0.8863
C -2.4606 -28.8809 -2.3432
C -2.4778 -27.3895 -2.8040
O -1.5438 -29.5976 -3.1148
H -1.1788 -28.5258 -0.6681
H -1.9530 -30.0612 -0.5599
H -2.9441 -28.6619 -0.2806
H -3.4288 -29.3425 -2.5376
H -2.6763 -27.3031 -3.8723
H -1.5569 -26.8593 -2.5614
H -3.3515 -26.8690 -2.4116
H -0.6733 -29.3057 -2.8344
C -8.3065 -32.1331 -6.0537
C -9.0768 -32.2950 -7.3598
C -8.6005 -33.5531 -8.0975
O -10.3782 -32.5517 -7.0332
H -8.3047 -33.0849 -5.5224
H -8.7825 -31.4330 -5.3672
H -7.2545 -31.8617 -6.1421
H -8.9821 -31.4011 -7.9763
H -7.5524 -33.4927 -8.3904
H -9.1611 -33.5908 -9.0315
H -8.6507 -34.4875 -7.5383
H -10.7886 -31.7160 -6.7992
C -6.4403 -29.6907 -15.1337
C -5.1693 -28.8905 -15.0868
C -4.7310 -28.7325 -13.6376
O -4.2448 -29.7448 -15.7276
H -6.3805 -30.7170 -14.7715
H -6.9285 -29.7659 -16.1053
H -7.1807 -29.1887 -14.5109
H -5.2976 -27.9745 -15.6635
H -3.7458 -28.2678 -13.6776
H -4.7140 -29.7058 -13.1471
H -5.3888 -28.0953 -13.0465
H -4.5316 -29.9453 -16.6215
C -1.3729 -27.5872 -15.8127
C -0.3119 -26.9517 -14.9701
C -0.0030 -25.5582 -15.4767
O -0.7532 -26.8524 -13.6236
H -2.3954 -27.2645 -15.6164
H -1.3331 -28.6624 -15.6384
H -1.1165 -27.4369 -16.8613
H 0.5663 -27.5969 -14.9459
H -0.9108 -25.0680 -15.8282
H 0.6780 -25.7364 -16.3090
H 0.5148 -24.8988 -14.7802
H -0.6763 -27.7401 -13.2663
C 0.1795 -26.3540 -7.4384
C -0.2995 -27.3232 -6.3572
C 0.6778 -28.5192 -6.1900
O -0.3046 -26.6554 -5.1261
H 1.1383 -25.9290 -7.1415
H -0.4988 -25.5016 -7.4734
H 0.0982 -26.7279 -8.4591
H -1.3000 -27.7008 -6.5683
H 0.3260 -29.3170 -5.5360
H 1.6265 -28.1664 -5.7855
H 0.9619 -28.9839 -7.1342
H -0.4805 -27.3370 -4.4733
C -2.7765 -32.6065 -6.6118
C -2.3190 -31.2864 -6.0379
C -3.3606 -30.1998 -6.0121
O -1.9049 -31.5862 -4.7315
H -3.5911 -33.0574 -6.0451
H -2.0087 -33.3794 -6.6474
H -3.1494 -32.4695 -7.6268
H -1.4479 -30.9269 -6.5857
H -4.1867 -30.4370 -5.3417
H -3.7428 -30.1035 -7.0283
H -2.9489 -29.2879 -5.5797
H -1.7762 -30.7545 -4.2696
C 4.3334 -27.3230 -8.1835
C 4.0730 -28.2284 -9.3572
C 2.8071 -29.1034 -9.1500
O 3.8367 -27.4166 -10.4963
H 3.4548 -26.7126 -7.9747
H 5.2539 -26.7538 -8.3132
H 4.5164 -27.8621 -7.2540
H 4.9364 -28.8628 -9.5578
H 2.8723 -29.6957 -8.2373
H 2.6049 -29.7834 -9.9775
H 1.9271 -28.4629 -9.0910
H 3.4804 -27.9762 -11.1902
C -6.1305 -23.1747 -15.5143
C -5.9751 -24.6238 -15.9346
C -4.7261 -24.8235 -16.8508
O -5.8028 -25.4013 -14.8021
H -6.0307 -22.4468 -16.3194
H -5.3485 -22.9283 -14.7960
H -7.1409 -23.1166 -15.1097
H -6.8290 -25.0103 -16.4910
H -3.7749 -24.4674 -16.4553
H -5.0313 -24.3511 -17.7845
H -4.5087 -25.8607 -17.1061
H -4.8812 -25.3286 -14.5435
C -11.9936 -25.1617 -6.5683
C -11.1278 -26.4285 -6.3104
C -11.1114 -26.8136 -4.8608
O -11.5876 -27.5169 -7.1196
H -11.9918 -24.9805 -7.6431
H -11.6124 -24.2810 -6.0513
H -13.0434 -25.2669 -6.2947
H -10.0930 -26.3216 -6.6357
H -10.6561 -26.0186 -4.2703
H -10.6818 -27.7946 -4.6578
H -12.1314 -26.7930 -4.4770
H -11.4165 -27.3160 -8.0426
C -1.4726 -32.3537 -16.2741
C -2.3576 -32.5654 -15.0674
C -1.9066 -33.6272 -14.1120
O -2.4776 -31.3413 -14.3116
H -1.6273 -33.1655 -16.9849
H -0.4192 -32.2797 -16.0039
H -1.7422 -31.4361 -16.7971
H -3.3940 -32.7314 -15.3613
H -2.3508 -33.4804 -13.1275
H -0.8507 -33.5785 -13.8459
H -2.0575 -34.6396 -14.4867
H -2.9830 -30.6657 -14.7695
C -9.4696 -28.9319 -9.4345
C -10.6609 -28.5861 -10.3202
C -11.7309 -29.6341 -10.4571
O -11.2631 -27.3818 -9.8792
H -8.9357 -28.0159 -9.1817
H -8.6569 -29.5085 -9.8763
H -9.8523 -29.3246 -8.4925
H -10.2243 -28.3061 -11.2789
H -12.2380 -29.7370 -9.4978
H -11.2892 -30.6208 -10.5964
H -12.4616 -29.4824 -11.2516
H -12.0404 -27.3140 -10.4385
C -10.4374 -26.6435 -13.9193
C -8.9546 -26.0926 -13.9572
C -8.1847 -26.6755 -12.7308
O -8.4059 -26.5456 -15.1676
H -10.7509 -26.7373 -12.8796
H -10.6536 -27.6081 -14.3786
H -11.1049 -25.9177 -14.3840
H -8.9480 -25.0051 -14.0302
H -8.7271 -26.5835 -11.7898
H -7.1763 -26.2623 -12.7048
H -8.1302 -27.7570 -12.8551
H -7.4606 -26.5394 -15.0003
C -8.6141 -24.5285 -9.0280
C -7.1561 -24.9181 -9.0700
C -6.1249 -23.7320 -8.8611
O -6.7929 -25.8920 -8.1416
H -8.8966 -24.2488 -8.0131
H -9.2166 -25.3999 -9.2843
H -8.8343 -23.5951 -9.5461
H -6.9703 -25.3000 -10.0738
H -6.3154 -22.9981 -9.6441
H -5.0960 -24.0907 -8.8894
H -6.2950 -23.2890 -7.8798
H -7.0814 -25.6790 -7.2511
C -2.2920 -24.5796 -11.6705
C -3.6402 -24.8121 -12.3238
C -4.4540 -23.4874 -12.2345
O -3.4097 -25.2060 -13.6560
H -1.7133 -23.7562 -12.0893
H -1.6502 -25.4596 -11.7131
H -2.5140 -24.2819 -10.6458
H -4.1508 -25.6270 -11.8106
H -3.8893 -22.6554 -12.6551
H -4.6208 -23.2413 -11.1858
H -5.4482 -23.4710 -12.6810
H -2.5887 -25.7036 -13.6502
C 1.4801 -24.6552 -11.1683
C 2.8986 -24.4758 -11.6578
C 3.2060 -23.1498 -12.3845
O 3.7155 -24.5651 -10.5587
H 1.3626 -25.6414 -10.7192
H 0.6874 -24.6056 -11.9148
H 1.1753 -24.0360 -10.3247
H 3.1538 -25.3333 -12.2805
H 2.5826 -23.1497 -13.2786
H 4.2046 -23.1167 -12.8201
H 2.9812 -22.2679 -11.7847
H 3.7561 -25.5093 -10.3900
C -0.0239 -22.1585 -3.6727
C 0.6069 -23.5548 -3.7627
C -0.0257 -24.5197 -2.7368
O 0.2277 -24.0630 -5.0561
H 0.1413 -21.7217 -2.6879
H -1.0727 -22.0946 -3.9623
H 0.5178 -21.5422 -4.3903
H 1.6823 -23.4018 -3.6719
H -1.0995 -24.5495 -2.9215
H 0.1161 -24.2315 -1.6952
H 0.3982 -25.5184 -2.8417
H 0.2063 -25.0206 -4.9916
C 1.1478 -32.5009 -6.9384
C 0.9097 -33.5233 -8.0398
C 0.4909 -32.8393 -9.3482
O 2.1300 -34.1556 -8.3387
H 2.0798 -32.6215 -6.3861
H 0.3213 -32.4680 -6.2285
H 1.2693 -31.4743 -7.2840
H 0.1313 -34.2639 -7.8563
H 0.1151 -33.6708 -9.9445
H 1.3824 -32.4190 -9.8137
H -0.3479 -32.1548 -9.2220
H 2.1592 -35.0322 -7.9483
C -6.8781 -27.1675 -3.2968
C -6.9019 -27.0094 -4.8647
C -7.6884 -28.1583 -5.5367
O -7.6546 -25.8216 -5.2441
H -6.3158 -28.0772 -3.0861
H -7.8860 -27.2731 -2.8956
H -6.3826 -26.2968 -2.8671
H -5.8946 -26.8605 -5.2537
H -8.6109 -28.3287 -4.9817
H -7.1450 -29.0970 -5.6450
H -8.0615 -27.9054 -6.5291
H -7.2719 -25.1410 -4.6857
C -0.8478 -28.4920 -10.5123
C -0.9154 -29.8539 -11.2933
C -2.2056 -30.6341 -11.1150
O -0.7932 -29.5641 -12.6321
H -1.7363 -27.8845 -10.6841
H 0.0432 -27.9477 -10.8254
H -0.7318 -28.7317 -9.4553
H -0.1361 -30.5794 -11.0600
H -2.9277 -30.1216 -11.7507
H -2.5838 -30.6526 -10.0929
H -2.2322 -31.6158 -11.5880
H -1.1459 -30.3307 -13.0898
C -4.2119 -24.5922 -4.7417
C -4.8971 -23.3469 -4.0554
C -4.9946 -22.1699 -4.9809
O -6.2250 -23.7361 -3.8582
H -4.3500 -25.4498 -4.0834
H -3.1304 -24.5027 -4.8442
H -4.5732 -24.8111 -5.7465
H -4.3348 -23.1182 -3.1501
H -5.4761 -21.3003 -4.5337
H -5.5922 -22.3389 -5.8767
H -4.0160 -21.8632 -5.3502
H -6.5845 -23.0845 -3.2519
C -4.8295 -28.0271 -10.0299
C -3.9510 -27.9229 -8.7220
C -3.3033 -26.5907 -8.5256
O -4.8454 -28.0653 -7.6894
H -5.2912 -29.0135 -9.9861
H -4.1630 -27.9600 -10.8898
H -5.6488 -27.3107 -10.0910
H -3.2239 -28.7343 -8.7534
H -2.2753 -26.5799 -8.8878
H -3.2658 -26.1652 -7.5227
H -3.8783 -25.8514 -9.0831
H -5.5281 -27.4089 -7.8463
*
```

E_tot, Ha: -4664.07115
LUMO energy, eV: 0.3
Largest force on an atom, eV/Å: 3.08
HOMO level, Ha: -0.344
HOMO-LUMO gap, eV: 9.65